The following is a DFT calculation (ωB97M-V with the def2-TZVPD basis set) of a structure of composition C25H41N3P2V in a non-equilibrium geometry.

energy above the lowest of the compared OMol25 structures with the same formula, charge and spin = 18.5 kcal/mol
2S+1 = 3
LUMO level (spin up / spin down) = -4.83 / -4.08 eV
largest force on an atom = 4.62 eV Å⁻¹
orbital gap (spin up / spin down) = 5.88 / 6.64 eV
net charge = +1
HOMO (spin up / spin down) = -10.7 / -10.7 eV

Cartesian coordinates (Å):
1 V 0.1195 -0.0685 -0.6660
2 C -1.4976 -0.6049 1.1077
3 C -1.0942 -1.6590 0.2072
4 C 0.6970 -1.1259 1.6044
5 C -0.4098 -0.3159 1.9810
6 C 0.3122 -1.9455 0.4841
7 C -2.8871 -0.1352 1.3208
8 H -3.4933 -0.2310 0.4147
9 H -2.9107 0.9171 1.6306
10 H -3.3884 -0.7170 2.1099
11 C -0.4646 0.5858 3.1586
12 H -1.2136 1.3775 3.0156
13 H 0.5069 1.0716 3.3439
14 H -0.7344 0.0380 4.0771
15 C 1.9753 -1.2566 2.3458
16 H 1.9276 -2.0728 3.0821
17 H 2.2241 -0.3381 2.8936
18 H 2.8046 -1.4776 1.6618
19 C 1.1080 -3.0675 -0.0728
20 H 1.0982 -3.9442 0.5933
21 H 2.1543 -2.7663 -0.2086
22 H 0.7202 -3.3815 -1.0460
23 C -2.0015 -2.5346 -0.5780
24 H -2.2162 -3.4655 -0.0268
25 H -1.5571 -2.8174 -1.5399
26 H -2.9615 -2.0452 -0.7789
27 C -0.5620 1.9849 -1.5044
28 C -1.6983 1.1913 -1.4826
29 C -2.1874 0.2887 -2.5619
30 C -1.0993 -0.3908 -3.4152
31 C 0.0980 -0.9657 -2.7351
32 C 1.3162 -0.2741 -2.5552
33 C 1.5681 1.1645 -2.8163
34 C 0.3766 2.1586 -2.6359
35 H -2.8613 0.8129 -3.2656
36 H -0.7594 0.3509 -4.1742
37 H -2.8243 -0.4889 -2.1106
38 H -0.1835 2.2211 -3.5870
39 H -0.4628 2.7210 -0.6979
40 H -2.4365 1.4066 -0.7048
41 H 0.8353 3.1545 -2.5419
42 H 2.3866 1.5117 -2.1685
43 H 2.2193 -0.8801 -2.4132
44 H 1.9536 1.3042 -3.8396
45 H -1.5922 -1.1840 -4.0016
46 H 0.1540 -2.0655 -2.7481
47 P -0.3734 1.6347 -5.6871
48 C -0.5493 3.4023 -6.0599
49 C -1.5596 0.8807 -6.8485
50 P 1.8937 -0.4164 -5.9477
51 C 1.2611 1.2662 -6.4165
52 C 1.2060 -1.3346 -7.4094
53 C 3.5149 -0.1575 -6.8056
54 H 0.3059 3.9573 -5.6501
55 H -1.4770 3.7804 -5.6068
56 H -0.5858 3.5139 -7.1518
57 H -1.4501 1.3851 -7.8202
58 H -2.5767 1.0419 -6.4576
59 H -1.4025 -0.2006 -6.9572
60 H 3.3439 0.1504 -7.8460
61 H 4.0729 -1.0989 -6.7866
62 H 4.0900 0.6166 -6.2878
63 H 1.9747 2.0381 -6.0723
64 H 1.1521 1.3358 -7.5145
65 H 1.7654 -2.2759 -7.4917
66 H 1.3534 -0.7552 -8.3322
67 H 0.1465 -1.5762 -7.2826
68 N 1.5210 1.0893 0.0828
69 C 2.1971 1.7913 0.7533
70 N 2.9847 2.6158 1.2962
71 C 3.1924 2.7674 2.5928
72 N 3.4257 2.9531 3.7281